The molecule C22H24N2O4S, computed with ωB97M-V/def2-TZVPD.

```
53
Properties=species:S:1:pos:R:3:lowdin_charge:R:1
C -1.751 -3.162 -2.864 -0.040
C -1.328 -1.773 -2.396 -0.374
N 0.121 -1.624 -2.380 -0.085
S 0.896 -2.041 -0.963 0.650
O 0.261 -3.165 -0.331 -0.289
O 2.289 -2.132 -1.288 -0.290
C 0.551 -0.560 -0.033 -0.293
C -0.396 -0.568 0.971 -0.054
C -0.734 0.623 1.592 -0.008
C -0.139 1.817 1.199 -0.236
C -0.498 3.105 1.885 -0.134
C 0.570 3.477 2.929 -0.090
C 0.741 2.305 3.883 -0.521
O -0.031 2.072 4.787 0.067
N 1.819 1.535 3.615 0.083
C 2.082 0.284 4.303 -0.082
C 2.254 -0.837 3.331 -0.264
C 3.222 -1.072 2.397 -0.018
C 2.865 -2.278 1.747 -0.070
C 1.708 -2.684 2.332 -0.134
O 1.326 -1.816 3.285 0.047
C 0.822 1.798 0.192 -0.024
C 1.168 0.611 -0.427 -0.045
C -1.900 -0.618 -3.190 -0.183
C -2.042 0.614 -2.560 -0.027
C -2.514 1.713 -3.254 -0.078
C -2.851 1.596 -4.592 -0.092
C -2.709 0.376 -5.228 -0.082
C -2.233 -0.723 -4.533 -0.037
H -1.379 -3.895 -2.153 0.072
H -2.835 -3.230 -2.915 0.090
H -1.333 -3.388 -3.843 0.077
H -1.632 -1.652 -1.350 0.132
H 0.588 -1.971 -3.202 0.121
H -0.852 -1.503 1.254 0.121
H -1.466 0.628 2.385 0.127
H -1.455 2.995 2.396 0.121
H -0.580 3.912 1.155 0.119
H 0.230 4.344 3.496 0.123
H 1.514 3.717 2.438 0.112
H 2.390 1.730 2.808 0.136
H 1.226 0.090 4.953 0.132
H 2.985 0.391 4.917 0.132
H 4.088 -0.471 2.204 0.111
H 3.389 -2.761 0.950 0.101
H 1.080 -3.532 2.150 0.122
H 1.288 2.722 -0.118 0.120
H 1.902 0.570 -1.215 0.120
H -1.779 0.707 -1.516 0.105
H -2.622 2.661 -2.749 0.102
H -3.223 2.452 -5.136 0.101
H -2.969 0.277 -6.272 0.102
H -2.127 -1.666 -5.048 0.104
```

Molar mass = 412.511 g/mol
Frontier orbital gap = 9.0 eV
Energy relative to the best compared isomer or geometry (same formula, charge and spin) = 39.2 kcal per mole
Multiplicity = 1
SMILES = C[C@@H](NS(=O)(=O)c1ccc(CCC(=O)NCc2ccco2)cc1)c1ccccc1
E_LUMO = 0.53 eV